Entry 1
# C3H10N3S

A gas-phase ion, C3H10N3S (charge +1) (ωB97M-V/def2-TZVPD, the Open Molecules 2025 dataset).

Its orbital gap is 9.51 eV. Its net charge is +1. As for the SMILES: C[C@H]([NH3+])C(=S)NN.

Atoms and positions in Å:
1 C 0.6051 0.6876 1.0281
2 C 0.2546 -0.5461 0.2695
3 N 1.3682 -1.6043 0.2706
4 C 0.0224 -0.0972 -1.4905
5 S 0.8511 -0.9419 -2.5872
6 N -1.0933 0.5897 -1.6846
7 N -2.0010 0.9688 -0.6459
8 H 1.5049 1.0701 0.6234
9 H 0.7649 0.3970 2.0756
10 H -0.1580 1.3707 0.9551
11 H -0.8502 -1.0296 0.3255
12 H 2.3253 -1.1172 0.3240
13 H 1.3909 -1.9924 -0.7049
14 H 1.0603 -2.4266 0.8238
15 H -1.1837 1.0030 -2.5998
16 H -2.9035 0.7377 -0.8366
17 H -1.9431 2.0061 -0.4637

---

Entry 2
# C3H10N3S

2 unconnected molecules or ions with the total composition C3H10N3S (ωB97M-V/def2-TZVPD, the Open Molecules 2025 dataset).

Its orbital gap is 7.94 eV. Its net charge is +1.

Atoms and positions in Å:
1 C -0.4953 -0.7774 1.5142
2 C 1.0002 0.8110 0.6737
3 C -1.4579 1.4438 -0.1788
4 N 1.3525 -2.1060 -1.3399
5 N -2.4040 2.1890 -0.6348
6 N 0.4146 -0.4600 0.6305
7 S 0.1775 1.8933 -0.5894
8 H -0.6867 -0.0123 2.2651
9 H -0.7483 -1.8368 1.7330
10 H 1.0760 1.3099 1.5802
11 H 1.9514 0.7122 0.3072
12 H 2.1728 -2.3209 -0.7913
13 H 0.7036 -2.9700 -1.3027
14 H -3.4477 1.9672 -0.5369
15 H -2.1523 2.9346 -1.1237
16 H 0.8628 -1.1421 -0.0475
17 H 1.6809 -1.6355 -2.1587

---

Entry 3
# C3H10N3S

2 unconnected molecules or ions with the total composition C3H10N3S (ωB97M-V/def2-TZVPD, the Open Molecules 2025 dataset).

Its orbital gap (alpha / beta) is 6.58 / 8.16 eV. Its net charge is +1.

Atoms and positions in Å:
1 C 0.9942 -0.0433 -0.4540
2 C -2.0482 1.7676 -0.3589
3 C -1.2511 0.5304 -0.8362
4 N 2.3143 0.1415 -0.4184
5 N 1.0005 -2.8994 2.0803
6 N 0.1531 0.7663 -1.0065
7 S -0.2043 -2.2787 1.2129
8 H -2.1872 2.4637 -1.0504
9 H -3.1009 1.5578 0.0276
10 H -1.6341 2.1692 0.5053
11 H -1.5135 0.2879 -1.7937
12 H -1.5348 -0.2317 -0.1505
13 H 2.8206 0.7580 -1.0247
14 H 2.9587 -0.6328 -0.3199
15 H 0.9858 -2.7098 3.0725
16 H 1.8510 -3.3225 1.7376
17 H 0.3958 1.6757 -1.2229

---

Which structure wins on stability? entry 1 wins.

---

Entry 1
# C2H8N3O

2 unconnected molecules or ions with the total composition C2H8N3O (ωB97M-V/def2-TZVPD, the Open Molecules 2025 dataset).

Its orbital gap is 10.06 eV. Its net charge is +1.

Atoms and positions in Å:
1 C -2.3449 -1.0163 -0.0950
2 C 0.9168 -0.6944 -0.0972
3 N -0.1180 1.6750 -0.0188
4 N 1.0290 0.7489 -0.0463
5 N 2.0933 -1.2493 0.0798
6 O -2.3154 0.1539 0.1618
7 H -1.5577 -1.6406 -0.6742
8 H -3.3626 -1.5684 0.2405
9 H -1.1728 1.0554 -0.1295
10 H -0.1039 2.0887 0.8339
11 H 1.8329 1.0612 0.3348
12 H -0.0290 2.2366 -0.8904
13 H 2.1842 -2.1986 0.0491
14 H 2.9481 -0.6519 0.2516

---

Entry 2
# C2H8N3O

2 unconnected molecules or ions with the total composition C2H8N3O (ωB97M-V/def2-TZVPD, the Open Molecules 2025 dataset).

Its orbital gap is 11.46 eV. Its net charge is +1.

Atoms and positions in Å:
1 C -0.6600 0.9312 -1.6596
2 N -1.4245 0.2444 -2.4883
3 O -0.4448 0.6439 -0.4803
4 H -0.4096 1.9341 -2.0301
5 H -1.4670 0.5627 -3.4443
6 H -1.7371 -0.7129 -2.4688
7 N -0.2904 -0.6666 2.0158
8 C 1.0065 -0.8013 1.8334
9 N 1.6958 -0.2783 0.8626
10 H -0.8501 -0.0564 1.4279
11 H -0.7755 -1.4750 2.3760
12 H 1.5228 -1.4549 2.5416
13 H 2.6964 -0.2701 0.9705
14 H 1.2405 0.2043 0.0885

---

Which structure wins on stability? entry 2 wins.

---

Entry 1
# C2H8N3O

A gas-phase ion, C2H8N3O (charge +1) (ωB97M-V/def2-TZVPD, the Open Molecules 2025 dataset).

Its orbital gap is 10.52 eV. Its net charge is +1. As for the SMILES: NNC/[NH+]=C\O.

Atoms and positions in Å:
1 N -1.0039 -1.2969 -0.0413
2 N -1.1637 0.0237 0.5632
3 C -0.4699 1.0467 -0.2056
4 N 0.9733 0.9919 0.1062
5 C 1.8134 -0.0095 0.2243
6 O 1.4806 -1.1604 -0.0130
7 H -1.1840 -1.2172 -1.0679
8 H -1.4439 -2.1401 0.5026
9 H -2.0773 0.2438 0.9414
10 H -1.0071 1.9866 -0.0237
11 H -0.7272 0.7814 -1.2112
12 H 1.4012 1.9226 0.0406
13 H 2.9373 0.1670 0.2393
14 H 0.4711 -1.3395 -0.0549

---

Entry 2
# C2H8N3O

A gas-phase ion, C2H8N3O (charge +1) (ωB97M-V/def2-TZVPD, the Open Molecules 2025 dataset).

Its orbital gap is 10.17 eV. Its net charge is +1. As for the SMILES: N[C@@]1(N[NH3+])CO1.

Atoms and positions in Å:
1 N 1.1939 0.1292 0.7586
2 C 0.1772 -0.3913 -0.1380
3 N -0.6528 0.7393 -0.5043
4 N -1.3541 1.2199 0.7162
5 C 0.4489 -1.6327 -1.2268
6 O -0.2433 -1.6344 -0.0130
7 H 1.9778 0.3509 0.2020
8 H 1.4974 -0.3708 1.6036
9 H 0.0407 1.5403 -0.8688
10 H -1.9413 0.4499 1.0659
11 H -0.5033 1.4653 1.3671
12 H -2.1089 1.9891 0.4668
13 H -0.0563 -1.9111 -2.2349
14 H 1.5243 -1.9436 -1.1942

---

Which structure wins on stability? entry 1 wins.

---

Entry 1
# C2H8N3O

2 unconnected molecules or ions with the total composition C2H8N3O (ωB97M-V/def2-TZVPD, the Open Molecules 2025 dataset).

Its orbital gap (alpha / beta) is 6.83 / 10.57 eV. Its net charge is +1.

Atoms and positions in Å:
1 C -0.5294 -0.3122 0.0069
2 C -1.3930 -1.4701 -0.1457
3 N 2.4187 0.1129 -0.4683
4 N -0.8791 0.9038 0.1611
5 N -0.2085 2.0602 0.2068
6 O 3.1870 -0.3631 0.5342
7 H -2.5063 -1.1421 -0.2034
8 H -1.0182 -2.2646 0.4474
9 H -1.2669 -1.7386 -1.1992
10 H 2.1399 -0.7330 -1.1364
11 H -1.9276 1.1106 0.0814
12 H 0.8446 1.8870 0.0735
13 H 3.3409 0.4365 1.1531
14 H -0.4817 2.8357 0.7926

---

Entry 2
# C2H8N3O

2 unconnected molecules or ions with the total composition C2H8N3O (ωB97M-V/def2-TZVPD, the Open Molecules 2025 dataset).

Its orbital gap (alpha / beta) is 4.72 / 4.15 eV. Its net charge is +1.

Atoms and positions in Å:
1 C -1.1147 0.0512 -0.0140
2 C -2.2147 0.8291 -0.6841
3 N -1.2639 -1.4090 0.3393
4 N -0.4243 0.5537 1.0107
5 N 3.4242 -0.4377 0.0715
6 O -0.4792 -1.0209 -0.6438
7 H -1.9259 0.8940 -1.7296
8 H -2.1553 1.8628 -0.4076
9 H -3.1168 0.3823 -0.2219
10 H -0.8656 -1.8376 1.2225
11 H -0.6242 1.4458 1.4765
12 H 4.3135 -0.5408 0.3961
13 H 3.3001 0.4113 -0.3440
14 H 3.1470 -1.1843 -0.4717

---

Which structure wins on stability? entry 1 wins.

---

Entry 1
# C5H7FN2

C5H7FN2 in the gas phase (ωB97M-V/def2-TZVPD, the Open Molecules 2025 dataset).

Its orbital gap is 9.31 eV.

Atoms and positions in Å:
1 C -2.3372 -0.3929 -0.1727
2 C 1.2308 -0.5754 0.1851
3 C -0.1088 -0.7338 0.9472
4 C 1.1706 0.6893 -0.6836
5 C -1.1651 0.1662 0.3841
6 N -3.2717 -0.8771 -0.6270
7 N -0.0970 0.7273 -1.3396
8 F -1.3208 1.3394 1.0245
9 H 2.0665 -0.5143 0.8806
10 H 1.3726 -1.4429 -0.4575
11 H -0.4500 -1.7683 0.8755
12 H 0.0224 -0.4824 2.0000
13 H 1.3867 1.5861 -0.0819
14 H 1.9369 0.5989 -1.4613
15 H -0.4360 1.6799 -1.4735

---

Entry 2
# C5H7FN2

C5H7FN2 in the gas phase (ωB97M-V/def2-TZVPD, the Open Molecules 2025 dataset).

Its orbital gap is 10.33 eV. As for the SMILES: FCCc1cn[nH]c1.

Atoms and positions in Å:
1 F -3.3295 0.0040 -0.1479
2 C -1.9999 0.0936 -0.5215
3 C -1.1088 -0.1680 0.6909
4 C 0.3518 -0.0724 0.3339
5 C 1.1275 1.0918 0.1699
6 N 2.3837 0.8064 -0.1883
7 N 2.4067 -0.5174 -0.2563
8 C 1.2270 -1.0973 0.0417
9 H -1.8123 -0.6433 -1.3074
10 H -1.8200 1.1055 -0.9195
11 H -1.3327 -1.1686 1.0951
12 H -1.3623 0.5579 1.4539
13 H 0.8196 2.1252 0.3118
14 H 3.2806 -0.9551 -0.5149
15 H 1.0745 -2.1672 0.0343

---

Which structure wins on stability? entry 2 wins.